{"formula": "C37H43N2O3P2PtS", "method": "ωB97M-V with the def2-TZVPD basis set", "elements": ["C", "C", "C", "H", "H", "S", "C", "H", "H", "C", "C", "H", "C", "H", "C", "H", "C", "C", "N", "C", "H", "H", "N", "H", "H", "H", "C", "C", "C", "C", "H", "C", "C", "H", "H", "H", "C", "P", "H", "C", "H", "Pt", "H", "C", "C", "C", "C", "H", "H", "C", "C", "C", "H", "H", "H", "H", "O", "H", "H", "C", "C", "C", "P", "C", "H", "H", "H", "H", "H", "H", "C", "H", "C", "H", "H", "H", "O", "C", "C", "H", "C", "H", "H", "H", "O", "H", "H", "C", "C"], "positions_angstrom": [[-3.8422, -0.4610, 4.9819], [-0.1798, -5.0941, 0.4447], [-3.2812, -1.7134, 4.7757], [-5.7924, 1.7766, -1.2635], [-4.6509, 2.0162, 0.0404], [-0.1711, 2.3530, -2.3214], [-4.2446, 0.2688, -1.2206], [-2.1312, -2.3438, 0.6700], [-4.8686, -0.4122, 0.7701], [-4.4659, -0.1422, -2.6724], [-3.3185, 0.6543, 4.3401], [-4.5573, -1.7113, -0.4083], [2.2079, 3.6608, 0.6470], [3.0512, -1.9611, -6.0242], [2.7373, 5.2453, 2.3728], [-2.8114, 0.0784, 0.9616], [5.1593, 0.9766, -1.5315], [2.4433, -0.2276, 2.3615], [-2.3356, 0.6256, 0.2490], [0.6371, 0.9678, -3.0838], [0.3539, -2.3777, -3.4594], [-4.1235, -1.1646, -2.8370], [-2.7788, 0.1470, -1.0302], [1.6748, -2.9803, -5.5963], [3.0722, -2.9006, -4.5336], [2.8185, -1.1046, 1.8283], [0.1513, -0.3252, -2.9037], [2.7873, 4.2198, 3.3063], [2.2795, 0.1398, -4.6193], [1.7039, 1.2024, -3.9345], [-1.7673, -2.8385, 3.7574], [-2.2372, 0.5137, 3.4854], [2.5655, 2.9104, 2.9129], [-2.6244, 1.5967, 0.4017], [-1.8220, 1.3840, 2.9866], [-0.7019, -0.5180, -2.2615], [-1.2763, -2.9924, 0.8279], [1.9710, 0.9350, 1.0232], [-0.1792, -6.0832, 0.0065], [0.9142, -3.3938, 1.7457], [-3.7533, 1.6311, 4.5051], [-0.2150, 0.6385, 0.5644], [1.9612, 3.4576, -0.3876], [0.9122, -4.6629, 1.1801], [0.7423, -1.3731, -3.5867], [-2.1970, -1.8586, 3.9224], [3.1375, 0.5655, -0.2984], [1.7656, -5.3127, 1.3198], [1.4367, -1.4709, 3.8595], [4.9986, -0.2312, -2.1928], [1.2453, -0.5937, 3.2391], [2.9693, -0.6402, -0.9757], [3.7739, -1.9781, -2.4345], [3.0083, 4.4341, 4.3432], [3.1043, 0.3272, -5.2962], [0.9768, 0.2266, 3.9093], [-0.0288, 2.1578, -0.8225], [-4.6902, -0.3523, 5.6448], [2.6224, 2.1287, 3.6608], [1.8069, -1.1566, -4.4606], [-0.1825, -2.5547, 1.5784], [3.9039, -1.0403, -1.9126], [-0.2282, -0.8602, 2.1906], [2.4496, 4.9676, 1.0417], [2.0566, 2.2153, -4.0735], [3.2771, 0.1683, 2.9420], [-2.3374, 0.7682, -1.7130], [5.7249, -0.5435, -2.9318], [-6.0224, -0.7282, -0.5067], [-5.5243, -0.0823, -2.9251], [2.2822, 2.6193, 1.5798], [6.0084, 1.6092, -1.7524], [2.4347, -2.3089, -5.1968], [2.1015, -1.2618, -0.7779], [1.7726, -3.0831, 2.3277], [-3.6886, -2.5799, 5.2788], [0.5364, 3.5406, -2.7003], [-1.2763, -4.2573, 0.2693], [-4.7365, 1.7009, -1.0032], [2.9235, 6.2651, 2.6826], [-1.6728, -0.7441, 3.2694], [-2.1295, -4.5908, -0.3064], [-4.1800, 2.4008, -1.6312], [2.3999, 5.7634, 0.3116], [-1.5726, 2.2504, -2.6732], [4.3728, 2.3119, -0.0529], [-3.9162, 0.5189, -3.3457], [-4.9558, -0.7029, -0.2823], [4.2348, 1.3753, -0.5758]], "forces_ev_per_a": [[0.0, 0.0, 0.0], [0.0, 0.0, 0.0], [0.0, 0.0, 0.0], [0.0, 0.0, 0.0], [0.0, 0.0, 0.0], [-0.1, -0.1, 0.0], [-0.1, 0.0, 0.0], [0.0, 0.0, 0.0], [0.0, 0.0, 0.0], [0.0, 0.0, 0.0], [0.0, 0.0, 0.0], [0.0, 0.0, 0.0], [0.0, 0.0, -0.1], [0.0, 0.0, 0.0], [0.0, 0.0, 0.0], [0.0, 0.0, 0.0], [0.0, 0.0, 0.0], [0.0, -0.1, 0.0], [0.0, 0.2, 0.0], [0.0, 0.0, 0.0], [0.0, 0.0, 0.0], [0.0, 0.0, 0.0], [0.0, -0.1, 0.0], [0.0, 0.0, 0.0], [0.0, 0.0, 0.0], [0.0, 0.0, 0.0], [0.0, 0.1, 0.0], [0.0, 0.1, 0.0], [0.0, 0.0, 0.0], [0.0, 0.0, 0.0], [0.0, 0.0, 0.0], [0.0, 0.0, 0.0], [0.0, -0.1, 0.0], [-0.1, 0.0, -0.1], [0.0, 0.0, 0.0], [0.0, 0.0, 0.0], [0.0, 0.0, -0.1], [0.1, 0.1, 0.0], [0.0, 0.0, 0.0], [0.0, -0.1, 0.1], [0.0, 0.0, 0.0], [0.1, 0.0, 0.1], [0.0, 0.0, 0.0], [0.0, 0.0, 0.0], [-0.1, 0.0, 0.0], [0.0, 0.0, 0.0], [0.0, 0.1, 0.0], [0.0, 0.0, 0.0], [0.0, 0.0, 0.0], [0.0, 0.0, 0.0], [0.0, 0.0, 0.0], [0.0, -0.1, 0.0], [0.0, 0.0, 0.0], [0.0, 0.0, 0.0], [0.0, 0.0, 0.0], [0.0, 0.0, 0.0], [0.1, 0.1, -0.1], [0.0, 0.0, 0.0], [0.0, 0.0, 0.0], [0.0, 0.0, 0.0], [0.0, 0.0, -0.1], [0.0, 0.0, 0.0], [-0.1, 0.0, 0.0], [0.0, -0.1, 0.2], [0.0, 0.0, 0.0], [0.0, 0.0, 0.0], [0.0, 0.0, 0.0], [0.0, 0.0, 0.0], [0.0, 0.0, 0.0], [0.0, 0.0, 0.0], [0.0, 0.1, 0.0], [0.0, 0.0, 0.0], [0.0, 0.0, 0.0], [0.0, 0.0, 0.0], [0.0, 0.0, 0.0], [0.0, 0.0, 0.0], [0.0, -0.1, 0.0], [0.0, 0.0, 0.0], [0.0, 0.0, 0.0], [0.0, 0.0, 0.0], [0.1, -0.1, 0.0], [0.0, 0.0, 0.0], [0.0, 0.0, 0.0], [0.0, 0.0, 0.0], [0.0, 0.0, 0.0], [0.0, 0.0, 0.0], [0.0, 0.0, 0.0], [0.0, 0.0, 0.0], [0.0, 0.0, 0.0]], "lowdin_charge": [-0.06, -0.06, -0.06, 0.09, 0.07, 0.51, -0.62, 0.09, 0.07, -0.03, -0.06, 0.08, -0.09, 0.08, -0.06, 0.06, -0.05, -0.34, -0.10, -0.27, 0.12, 0.09, -0.04, 0.08, 0.07, 0.08, -0.07, -0.07, -0.03, -0.03, 0.11, -0.12, -0.08, 0.10, 0.09, 0.09, -0.09, 0.90, 0.11, -0.08, 0.11, 0.84, 0.09, -0.06, -0.04, -0.07, -0.34, 0.11, 0.10, -0.06, -0.34, -0.10, 0.10, 0.11, 0.12, 0.09, -0.55, 0.11, 0.09, -0.28, -0.36, -0.07, 0.84, -0.05, 0.12, 0.10, 0.05, 0.11, 0.09, 0.09, -0.35, 0.11, -0.04, 0.10, 0.10, 0.11, -0.28, -0.06, -0.03, 0.11, -0.36, 0.11, 0.09, 0.12, -0.31, 0.11, 0.09, -0.04, -0.06], "molar_mass_g_mol": 852.86, "gap_ev": 8.627, "charge": 1, "lumo_energy_ev": -2.61}

=====

{"formula": "C37H43N5O5S2Sn", "method": "ωB97M-V with the def2-TZVPD basis set", "elements": ["N", "O", "C", "H", "H", "C", "C", "H", "H", "H", "C", "H", "C", "C", "H", "C", "C", "H", "O", "H", "H", "H", "H", "O", "S", "H", "C", "O", "H", "Sn", "N", "H", "C", "H", "C", "C", "H", "C", "C", "H", "C", "H", "H", "C", "H", "C", "C", "C", "H", "C", "H", "C", "C", "H", "C", "C", "C", "H", "C", "C", "C", "C", "H", "C", "C", "C", "C", "C", "H", "N", "H", "S", "H", "H", "H", "H", "C", "H", "C", "N", "C", "H", "O", "H", "H", "H", "H", "H", "H", "N", "H", "H", "H"], "positions_angstrom": [[0.5572, -1.3725, 1.7028], [-0.4500, -2.6582, -2.5214], [0.3226, -2.5998, 1.9480], [3.7705, 4.4694, 4.7219], [-1.8330, 0.4269, -4.7293], [0.0085, 6.2616, -0.6237], [3.1632, 3.6978, 4.2645], [5.5474, 4.2492, 1.1553], [6.8583, 0.7949, 1.9328], [0.7283, -3.0548, 2.8472], [3.3337, -0.2002, 0.2723], [-1.9183, 1.9731, -0.9243], [-1.0479, 2.5985, -0.7713], [3.6910, 2.4647, 0.0106], [0.0374, 6.4310, 1.5399], [1.1838, 4.0467, -0.3456], [-2.5174, -4.6940, -0.2694], [-5.5310, 0.2751, -4.0594], [-0.0217, 3.4146, 2.5651], [3.1523, 0.3705, 3.6420], [-0.4221, 2.6015, 2.1793], [3.8034, 3.5254, -0.1452], [-3.3022, -5.1734, -0.8368], [1.7877, -3.3926, -3.1737], [1.3689, -0.5592, -2.6731], [5.8724, 4.1558, -0.5951], [4.6059, 0.3140, 0.4119], [1.3447, -2.6421, -0.8816], [-0.0451, -5.2808, 1.9556], [0.0713, -0.5092, -0.5057], [-1.3927, -2.6837, 0.3202], [8.1139, 2.1503, -0.5211], [-2.8587, 0.7342, -4.5239], [-1.8383, 6.5252, -1.7549], [-4.9183, 0.2553, -3.1561], [6.1922, 3.8113, 0.3904], [-3.9659, -1.6521, -5.0623], [1.9546, 4.0361, 3.6887], [-1.8864, -0.2242, -1.3695], [0.4807, 6.2755, -2.7455], [6.1950, 2.2831, 0.4732], [3.1406, -1.2658, 0.3274], [2.0896, 4.5954, -0.1359], [-3.5031, -0.2153, -3.5024], [7.7099, 2.3400, 2.0155], [-1.3971, 6.8394, -0.8077], [-3.5300, -1.6479, -4.0610], [2.8362, 1.4035, 3.6636], [7.1807, 0.6485, -0.5911], [-1.1464, 3.9793, -0.7564], [5.4277, -0.3623, 0.6009], [1.1613, 3.0535, 3.0959], [1.2063, 2.6626, -0.3649], [-2.5206, -2.0569, -4.1087], [7.1109, 1.7355, -0.6333], [6.7360, 1.8753, 1.8520], [-0.0002, 4.7430, -0.5696], [-4.9001, 1.2585, -2.7282], [-1.6807, -5.4206, 0.5587], [-2.3243, -3.3234, -0.3693], [0.7975, 0.6915, 2.3969], [-0.7078, -4.7521, 1.2832], [7.2049, 4.1813, 0.5534], [3.6081, 2.3777, 4.2641], [1.6117, 1.7230, 3.0738], [-0.5942, -3.3779, 1.1307], [2.4328, 1.8802, -0.0962], [4.8066, 1.6893, 0.2958], [1.5961, 5.0576, 3.6974], [1.2249, -0.5671, 2.4815], [0.8776, 7.7805, -1.8996], [0.9812, -2.5695, -2.3224], [-5.3826, -0.4188, -2.4358], [-4.1282, -2.2986, -3.4205], [1.9071, 6.3557, -1.7053], [1.6419, 6.5404, 0.8081], [0.5940, 6.8159, 0.6842], [6.0552, 2.2025, 2.6383], [-2.6449, -0.2209, -2.3100], [0.1003, 1.9584, -0.6069], [0.8757, 6.6922, -1.8175], [-2.8394, 1.7557, -4.1407], [-0.2619, 0.9778, 1.7795], [0.5298, 7.9050, 0.6853], [4.5434, 2.1129, 4.7394], [-1.3369, 7.9279, -0.8118], [-2.0556, 6.5412, 0.0097], [-2.1137, 4.4351, -0.9028], [-3.4282, 0.7206, -5.4555], [2.2740, 0.5703, 0.0536], [6.7279, 2.0167, -1.6157], [-2.9328, -2.7067, -1.0156], [-1.7937, -6.4923, 0.6557]], "forces_ev_per_a": [[-1.0, -0.1, -2.2], [-0.3, -0.4, 0.2], [0.3, 0.1, 0.4], [0.0, 0.0, 0.0], [0.0, 0.0, 0.0], [0.0, 0.1, 0.0], [0.0, 0.0, 0.0], [0.0, 0.0, 0.0], [0.0, 0.0, 0.0], [0.0, 0.1, 0.1], [0.2, -0.2, 0.1], [0.0, 0.1, 0.0], [-0.1, 0.1, 0.0], [0.0, 0.0, -0.1], [0.0, 0.0, 0.0], [0.1, 0.0, 0.0], [0.0, 0.0, 0.0], [0.0, 0.0, 0.0], [0.0, 0.3, 0.1], [0.0, 0.0, 0.0], [0.0, -0.1, -0.1], [0.0, 0.0, 0.1], [0.0, 0.0, 0.0], [0.2, 0.0, 0.1], [-0.3, 0.3, 0.5], [0.0, 0.0, 0.0], [-0.1, 0.0, 0.0], [-0.4, 0.3, 0.8], [0.0, 0.0, 0.0], [-0.1, 0.7, 0.3], [0.4, 0.1, -0.2], [0.0, 0.0, 0.0], [0.0, 0.0, 0.0], [0.0, 0.0, 0.0], [0.0, 0.0, 0.0], [0.0, -0.1, 0.0], [0.0, 0.0, 0.0], [0.0, 0.1, 0.0], [1.0, -0.2, 0.6], [0.0, 0.0, 0.0], [0.1, 0.0, 0.0], [0.0, 0.0, 0.0], [0.0, 0.0, 0.0], [0.1, -0.1, -0.1], [0.0, 0.0, 0.0], [0.1, -0.1, 0.0], [0.0, 0.0, 0.0], [-0.1, 0.0, 0.0], [0.0, 0.0, 0.0], [0.2, 0.0, 0.0], [0.0, 0.0, 0.0], [0.0, -0.1, 0.0], [-0.1, 0.2, -0.1], [0.0, 0.0, 0.0], [-0.1, 0.0, 0.1], [0.0, 0.0, -0.1], [-0.1, -0.1, -0.1], [0.0, 0.0, 0.0], [-0.1, 0.0, 0.0], [0.1, 0.1, 0.0], [0.0, -0.8, 0.4], [0.1, 0.0, 0.1], [0.0, 0.0, 0.0], [0.1, 0.0, 0.0], [-0.1, 0.1, -0.1], [-0.4, -0.3, -0.2], [0.3, -0.1, 0.1], [-0.1, 0.0, 0.0], [0.0, 0.0, 0.0], [1.3, 0.5, 1.1], [0.0, 0.0, 0.0], [0.1, -0.3, -1.2], [0.0, 0.0, 0.0], [0.0, 0.0, 0.0], [0.0, 0.0, 0.0], [0.0, 0.0, 0.0], [0.0, -0.1, 0.0], [0.0, 0.0, 0.0], [-0.1, 0.1, 0.2], [-0.1, -0.4, -0.2], [-0.1, 0.0, 0.1], [0.0, 0.0, 0.0], [-0.3, 0.3, -0.4], [0.0, 0.0, 0.0], [0.0, 0.0, 0.0], [0.0, 0.0, 0.0], [0.0, 0.0, 0.0], [0.0, 0.0, 0.0], [0.0, 0.0, 0.0], [-0.6, -0.3, 0.0], [0.0, 0.0, 0.0], [0.0, 0.0, -0.1], [0.0, 0.0, 0.0]], "lowdin_charge": [-0.07, -0.41, -0.04, 0.10, 0.09, -0.55, -0.08, 0.09, 0.08, 0.14, -0.10, 0.09, -0.09, 0.07, 0.09, 0.05, -0.03, 0.09, 0.06, 0.11, 0.07, 0.10, 0.11, -0.34, 0.41, 0.09, 0.02, -0.47, 0.12, 1.21, 0.07, 0.09, -0.04, 0.09, -0.05, -0.06, 0.09, -0.01, -0.13, 0.09, -0.55, 0.12, 0.11, -0.61, 0.09, -0.06, -0.04, -0.03, 0.08, 0.03, 0.12, -0.26, -0.18, 0.08, -0.04, -0.03, -0.14, 0.08, -0.05, -0.11, -0.46, -0.01, 0.09, -0.10, -0.08, -0.29, -0.19, -0.14, 0.11, 0.06, 0.09, 0.07, 0.08, 0.08, 0.08, 0.08, -0.04, 0.07, -0.12, 0.03, -0.04, 0.08, -0.06, 0.09, 0.10, 0.09, 0.09, 0.11, 0.08, 0.01, 0.09, 0.10, 0.11], "molar_mass_g_mol": 820.63, "gap_ev": 7.257, "lumo_energy_ev": -0.89}